Entry 1:
A 7-piece molecular cluster, C20H42NO27PS6 overall at a distorted geometry. Source: the OMol25 dataset; level of theory: wB97M-V/def2-TZVPD.

Highest occupied orbital energy ... -8.52 eV
SMILES string ... CC(=O)NCCCC[PH3]CC(=O)O.O=S1(=O)OCCO1.O=S1(=O)OCCO1.O=S1(=O)OCCO1.O=S1(=O)OCCO1.O=S1(=O)OCCO1.O=S1(=O)OCCO1

Atoms and positions in Å:
C: 0.2334 5.1494 -3.7619
C: 0.0906 3.6949 -3.0822
O: -0.8412 3.5363 -2.2635
N: 1.0956 2.7048 -3.4479
C: 0.8013 1.3477 -2.8920
C: 1.7146 0.9657 -1.6061
C: 1.0967 1.4803 -0.2062
C: 1.4431 3.0037 0.1711
P: 3.3280 3.3870 0.2453
C: 5.2369 3.7319 0.3280
C: 6.0085 2.5233 -0.3512
O: 6.7652 1.8196 0.3713
O: 5.9491 2.1674 -1.7175
H: -0.6757 5.7943 -3.5564
H: 1.2160 5.6505 -3.4368
H: 0.3076 4.9991 -4.8975
H: 1.0012 2.5938 -4.4773
H: 1.1289 0.5949 -3.7033
H: -0.2991 1.1323 -2.6995
H: 2.7968 1.2552 -1.7964
H: 1.6941 -0.1870 -1.5645
H: 1.5708 0.8158 0.6299
H: -0.0285 1.2520 -0.1580
H: 1.0688 3.1603 1.2545
H: 0.9036 3.7877 -0.4578
H: 3.4281 2.3673 1.2526
H: 3.4774 3.2037 -1.1706
H: 3.0479 4.7338 0.7189
H: 5.4607 4.7489 -0.1415
H: 5.5694 3.7751 1.4298
H: 5.7252 2.9347 -2.2858
O: -4.2856 -1.5216 -0.6817
S: -3.2438 -0.6304 -1.0986
O: -1.8931 -0.7475 -0.6352
O: -3.7489 0.8888 -0.8505
C: -3.7317 1.6067 -2.0884
C: -3.9549 0.5572 -3.1640
O: -3.2263 -0.5895 -2.7191
H: -2.7510 2.0791 -2.1944
H: -4.5056 2.3744 -2.0948
H: -3.6020 0.8819 -4.1412
H: -5.0103 0.2810 -3.2322
O: -5.9977 1.7745 -5.2619
S: -6.0008 0.4260 -5.7463
O: -4.8002 -0.3090 -6.0046
O: -6.9415 0.3635 -7.0649
C: -7.9977 -0.5770 -6.8562
C: -8.2414 -0.5789 -5.3555
O: -6.9432 -0.4610 -4.7703
H: -7.6554 -1.5562 -7.2027
H: -8.8852 -0.2846 -7.4175
H: -8.7356 -1.4885 -5.0153
H: -8.8295 0.2889 -5.0500
O: -10.4273 0.4374 -3.4120
S: -11.0223 -0.2070 -2.2783
O: -12.2615 0.2192 -1.7074
O: -9.9090 -0.2888 -1.1028
C: -9.6984 -1.6532 -0.7349
C: -10.0047 -2.4581 -1.9876
O: -11.1194 -1.7968 -2.5890
H: -10.3932 -1.8994 0.0727
H: -8.6748 -1.8010 -0.3897
H: -10.2475 -3.4969 -1.7659
H: -9.1693 -2.4228 -2.6932
O: 6.8702 -0.1648 7.0234
S: 5.9914 0.3117 5.9936
O: 4.6522 0.7432 6.2534
O: 5.9586 -0.7936 4.8086
C: 6.3869 -0.1938 3.5823
C: 7.3339 0.9214 3.9903
O: 6.7573 1.4814 5.1731
H: 5.5061 0.2032 3.0710
H: 6.8719 -0.9336 2.9453
H: 7.4395 1.6807 3.2157
H: 8.3208 0.5269 4.2496
O: 6.3568 -6.6045 9.3703
S: 6.8975 -5.9096 8.2406
O: 7.8546 -6.4977 7.3545
O: 7.4718 -4.4821 8.7521
C: 6.8142 -3.4233 8.0524
C: 5.4409 -3.9687 7.6963
O: 5.6638 -5.3377 7.3554
H: 7.3940 -3.1968 7.1537
H: 6.7544 -2.5329 8.6782
H: 4.9841 -3.4336 6.8640
H: 4.7689 -3.9403 8.5590
O: 3.3221 -0.7590 1.8083
S: 3.2976 -2.1110 1.3415
O: 4.4825 -2.8759 1.1034
O: 2.3682 -2.1667 0.0133
C: 1.2885 -3.0795 0.2206
C: 1.0295 -3.0608 1.7173
O: 2.3229 -2.9664 2.3157
H: 1.6114 -4.0697 -0.1128
H: 0.4133 -2.7717 -0.3529
H: 0.5106 -3.9552 2.0610
H: 0.4577 -2.1747 2.0075

Cartesian forces (eV/Å) of the 2 atoms listed first:
0.639 -0.975 -0.673
-1.432 1.346 0.908



Entry 2:
C20H42NOP3Ru as an isolated structure at a distorted geometry. Source: the OMol25 dataset; level of theory: wB97M-V/def2-TZVPD.

Expectation value of S² ... 6.018
Highest occupied orbital energy (alpha / beta) ... -16.70 / -22.08 eV
Multiplicity ... 5
Total charge ... +4
Relative energy (zero: lowest compared OMol25 entry of this formula, charge and spin) ... 117.9 kcal per mole

Atoms and positions in Å:
Ru: 0.1607 0.0517 0.4738
P: 1.6725 0.9142 1.9960
P: -0.7848 1.9876 -0.0347
P: 1.9428 -0.5222 -0.7918
H: -1.7020 -1.9295 0.8298
C: -0.6258 -2.0374 0.6403
C: 0.2884 -1.8600 1.7184
H: -0.0790 -1.6663 2.7349
C: 1.2672 1.2361 3.7567
C: 2.3698 2.5530 1.5123
C: 3.2022 -0.0840 2.2570
C: -2.4724 1.3952 -0.4458
C: -1.1307 3.2472 1.2565
C: -0.0706 2.9507 -1.3928
C: 2.8387 -2.0831 -0.3490
C: 3.2287 0.6829 -1.3251
C: 1.2762 -1.0403 -2.4051
H: -0.3566 -2.6475 -0.2282
H: 1.2741 -2.3254 1.7002
H: 0.9701 0.2997 4.2417
H: 0.4468 1.9580 3.8490
H: 2.1620 1.6301 4.2652
H: 1.5930 3.3202 1.4247
H: 2.9143 2.5013 0.5625
H: 3.0631 2.8448 2.3127
H: 2.9196 -1.1154 2.5068
H: 3.7391 0.3667 3.1035
H: 3.8522 -0.0957 1.3695
H: -2.7197 1.8380 -1.4128
H: -3.1648 1.7090 0.3471
H: -2.4770 0.2886 -0.5010
H: -1.6379 4.0949 0.7775
H: -0.2197 3.5989 1.7654
H: -1.8045 2.8054 2.0023
H: -0.7791 3.7585 -1.6520
H: 0.0908 2.3271 -2.2794
H: 0.8778 3.4015 -1.0838
H: 3.4099 -2.4080 -1.2321
H: 2.0992 -2.8557 -0.0972
H: 3.5237 -1.9491 0.4972
H: 3.7004 0.2630 -2.2262
H: 4.0154 0.8676 -0.5836
H: 2.7822 1.6488 -1.5974
H: 2.0751 -1.4799 -3.0093
H: 0.8217 -0.1976 -2.9363
H: 0.4952 -1.7732 -2.1875
C: -1.8596 -1.3755 -3.8592
C: -3.0017 -0.9884 -4.5775
C: -3.4585 -1.8248 -5.6064
C: -2.7607 -2.9871 -5.9540
C: -1.5523 -3.2978 -5.3305
C: -1.0943 -2.4915 -4.2725
O: -1.5778 -0.8189 -2.6051
H: -1.3341 0.1421 -2.6428
H: -3.5590 -0.0993 -4.3095
H: -4.4140 -1.6212 -6.0733
H: -3.1463 -3.6564 -6.7313
H: -0.9970 -4.2160 -5.5896
H: -0.1555 -2.7406 -3.7623
C: -1.4335 -0.5286 5.4266
C: -2.2449 0.3163 4.4353
C: -1.6841 0.3582 3.1106
N: -1.4779 0.3324 1.9607
H: -1.2744 -1.5439 5.0436
H: -1.9805 -0.6173 6.3662
H: -0.4755 -0.0534 5.6650
H: -3.2601 -0.1066 4.3572
H: -2.3066 1.3477 4.8189

Cartesian forces (eV/Å) of the 2 atoms listed first:
0.038 -0.832 1.869
1.754 0.951 0.834



Entry 3:
C20H42NP3PdS as an isolated structure at a distorted geometry. Source: the OMol25 dataset; level of theory: wB97M-V/def2-TZVPD.

Expectation value of S² ... 6.049
Highest occupied orbital energy (alpha / beta) ... -18.73 / -20.69 eV
Multiplicity ... 5
Total charge ... +4

Atoms and positions in Å:
Pd: 0.4291 -0.0767 0.5292
P: -0.4822 1.7698 1.7412
P: -1.8375 -0.7859 0.1450
P: 2.4132 1.0164 0.3437
H: 2.0588 -1.5348 -4.2677
C: 2.5208 -1.2710 -3.2907
C: 2.6626 -2.3764 -2.3329
H: 2.0470 -3.2534 -2.5677
C: -0.8163 3.1660 0.5856
C: -2.0350 1.7355 2.6961
C: 0.6475 2.5013 2.9772
C: -2.3119 -2.2097 -0.9145
C: -2.7271 -1.2515 1.6722
C: -2.9500 0.5077 -0.5731
C: 3.5499 0.3222 -0.8797
C: 3.2803 0.6745 1.9081
C: 2.5196 2.7999 -0.0885
H: 3.3383 -0.5207 -3.4032
H: 3.5592 -2.5892 -1.7350
H: -1.2862 3.9921 1.1338
H: -1.5055 2.8251 -0.1921
H: 0.0955 3.5336 0.1072
H: -2.1302 2.6755 3.2591
H: -1.9964 0.9092 3.4104
H: -2.9158 1.6293 2.0546
H: 0.0905 3.2051 3.6122
H: 1.4592 3.0428 2.4836
H: 1.0600 1.7000 3.6005
H: -3.1002 -2.7848 -0.4037
H: -1.4399 -2.8513 -1.0750
H: -2.6919 -1.8470 -1.8780
H: -3.5835 -0.5865 1.8146
H: -2.0524 -1.1810 2.5251
H: -3.0775 -2.2829 1.5879
H: -3.9273 0.0351 -0.7587
H: -2.5463 0.8667 -1.5325
H: -3.1047 1.3604 0.1020
H: 4.4354 0.9769 -0.9302
H: 3.0194 0.3305 -1.8378
H: 3.8102 -0.7225 -0.6703
H: 4.2893 0.3451 1.6383
H: 2.7551 -0.1374 2.4243
H: 3.3189 1.5433 2.5709
H: 3.5699 3.0425 -0.3085
H: 2.1729 3.4524 0.7177
H: 1.9265 3.0146 -0.9893
C: -0.3059 -1.0419 -4.0902
C: 0.0357 0.1018 -4.9705
C: -1.2435 0.6967 -5.4761
C: -2.2862 -0.1465 -5.7640
C: -2.3518 -1.4899 -5.2641
C: -1.3215 -1.9296 -4.3963
S: 0.5674 -1.0406 -2.6829
H: 0.7770 0.6817 -4.4018
H: 0.4771 -0.3924 -5.8567
H: -1.2489 1.7691 -5.6912
H: -3.0721 0.2158 -6.4388
H: -3.1491 -2.1674 -5.5965
H: -1.3075 -2.8934 -3.8902
C: -0.3152 -2.1567 6.3451
C: 0.7871 -2.0349 5.2873
C: 0.3643 -1.2351 4.1507
N: 0.0664 -0.5515 3.2581
H: -0.5423 -1.1638 6.7453
H: 0.0007 -2.7815 7.1835
H: -1.2282 -2.5801 5.9096
H: 1.6814 -1.5484 5.7014
H: 1.1037 -3.0224 4.9274

Cartesian forces (eV/Å) of the 2 atoms listed first:
-0.821 0.451 0.087
-0.797 2.294 0.792



Entry 4:
C20H42O2P4V as an isolated structure at a distorted geometry. Source: the OMol25 dataset; level of theory: wB97M-V/def2-TZVPD.

Expectation value of S² ... 1.116
Highest occupied orbital energy (alpha / beta) ... -21.05 / -21.19 eV
Multiplicity ... 2
Total charge ... +4
Relative energy (zero: lowest compared OMol25 entry of this formula, charge and spin) ... 0.0 kcal per mole

Atoms and positions in Å:
P: -1.4462 2.0410 -0.7633
C: -3.1358 2.0865 -0.0041
H: -3.7342 2.8920 -0.4667
H: -3.1017 2.3030 1.0752
H: -3.6993 1.1491 -0.1442
C: -1.0460 3.7725 -0.2673
H: -0.2292 4.2223 -0.8512
H: -0.7744 3.8443 0.8027
H: -1.9333 4.4237 -0.4163
C: -2.0545 2.2205 -2.4892
H: -2.6332 3.1610 -2.5886
H: -2.7382 1.3939 -2.7650
H: -1.2592 2.2429 -3.2525
P: 0.3869 -2.1252 -2.1818
C: -0.8913 -3.4426 -2.2419
H: -0.5452 -4.2740 -2.8891
H: -1.8424 -3.0863 -2.6686
H: -1.1147 -3.8829 -1.2559
C: 0.3648 -1.8370 -4.0004
H: 1.2634 -1.3331 -4.3904
H: -0.5151 -1.2407 -4.3137
H: 0.2950 -2.8086 -4.5356
C: 1.8010 -3.2777 -1.9500
H: 1.8402 -3.9975 -2.7928
H: 1.6854 -3.8756 -1.0242
H: 2.7898 -2.7910 -1.8906
P: 1.6654 -0.2717 2.0112
C: 1.0492 -1.2893 3.4247
H: 1.6385 -1.0644 4.3366
H: 1.1568 -2.3700 3.2385
H: -0.0060 -1.0980 3.6771
C: 3.3774 -0.9418 2.1061
H: 3.6859 -1.0563 3.1681
H: 4.1363 -0.3008 1.6311
H: 3.4525 -1.9468 1.6459
C: 1.7677 1.2901 2.9927
H: 2.4453 1.1464 3.8549
H: 0.7861 1.5726 3.4057
H: 2.1332 2.1607 2.4255
V: 0.0490 -0.2286 -0.2367
C: -1.8474 -0.7589 -0.9979
O: -2.8941 -1.0769 -1.3584
C: 0.0179 -2.1486 0.6253
O: -0.0773 -3.2079 1.0779
C: 3.5102 0.4903 -1.2386
C: 3.2872 1.6602 -0.5324
C: 2.3182 2.5773 -0.9719
C: 1.7860 2.4324 -2.2421
C: 2.0007 1.2496 -2.9686
C: 2.9598 0.3550 -2.5238
H: 4.2542 -0.2251 -0.9159
H: 3.9055 1.9279 0.3016
H: 2.1641 3.4812 -0.3989
H: 1.2809 3.2451 -2.7255
H: 1.5675 1.1619 -3.9557
H: 3.3607 -0.3950 -3.1770
C: -3.7265 -0.1141 2.1548
P: -1.9170 -0.2790 1.7098
C: -1.5191 1.2041 2.7884
C: -2.1460 -2.0022 2.4162
H: -4.1922 0.8381 1.9587
H: -4.2805 -0.8798 1.6255
H: -3.8357 -0.2498 3.2468
H: -2.4190 1.7040 3.1378
H: -1.0406 0.8190 3.6803
H: -0.9342 1.9365 2.2109
H: -2.8474 -2.0461 3.2396
H: -2.5483 -2.6235 1.5942
H: -1.2575 -2.4583 2.8227

Cartesian forces (eV/Å) of the 2 atoms listed first:
-1.682 1.796 0.050
-0.372 -0.645 0.479



Entry 5:
A 14-piece molecular cluster, C20H43Cl27NO2P overall at a distorted geometry. Source: the OMol25 dataset; level of theory: wB97M-V/def2-TZVPD.

Highest occupied orbital energy ... -9.12 eV

Atoms and positions in Å:
C: 4.9138 -2.4775 3.5987
C: 5.7046 -1.2735 3.0529
C: 5.3954 -0.0025 3.8427
O: 4.0169 0.3597 3.7906
C: 3.6882 1.0936 2.6277
P: 1.8231 1.2031 2.3134
Cl: -0.4245 1.3977 1.5654
C: 1.2604 0.9515 4.0291
C: 1.1016 -0.5218 4.4937
C: 0.7234 -1.4795 3.3775
N: -0.6692 -1.7626 3.2607
O: 1.5583 -1.9184 2.6177
H: 5.5051 -3.0355 4.3266
H: 3.9743 -2.1533 4.0568
H: 4.6553 -3.1795 2.7947
H: 5.4872 -1.1093 1.9893
H: 6.7842 -1.4617 3.1306
H: 5.6291 -0.1520 4.9068
H: 6.0042 0.8449 3.4824
H: 4.1049 2.1157 2.6989
H: 4.1249 0.6290 1.7259
H: 1.8382 0.1747 1.3918
H: 1.9664 2.4810 1.8071
H: 1.9739 1.4708 4.6780
H: 0.2838 1.4436 4.0925
H: 0.3131 -0.5460 5.2536
H: 2.0491 -0.8636 4.9226
H: -0.8158 -1.9594 2.2687
H: -0.8858 -2.6307 3.7517
C: -3.1239 -1.4499 0.8540
Cl: -1.7250 -2.3047 0.1681
Cl: -4.3589 -2.5630 1.4593
H: -2.7718 -0.8424 1.6804
H: -3.5562 -0.8419 0.0694
C: 2.2169 6.0350 1.0614
Cl: 0.9808 5.2526 0.0779
Cl: 3.0609 4.8726 2.1010
H: 2.9480 6.4891 0.4010
H: 1.7356 6.7687 1.6960
C: -2.6406 -5.7965 0.1855
Cl: -3.3607 -6.7062 -1.1547
Cl: -2.0738 -6.8502 1.4851
H: -1.7945 -5.2434 -0.2009
H: -3.3930 -5.1276 0.5843
C: -3.8321 -9.8211 -3.1671
Cl: -2.4122 -10.6425 -3.8283
Cl: -5.0611 -10.9516 -2.5876
H: -3.5113 -9.2102 -2.3328
H: -4.2705 -9.2193 -3.9541
C: -3.6146 1.4734 -2.4187
Cl: -2.1381 0.9150 -1.6290
Cl: -5.0774 0.8642 -1.6200
H: -3.6338 2.5537 -2.3703
H: -3.6178 1.1106 -3.4392
C: -4.7330 5.6755 -1.3343
Cl: -4.6883 4.5941 0.0587
Cl: -3.6167 5.1547 -2.6121
H: -5.7319 5.6682 -1.7435
H: -4.4388 6.6688 -1.0185
C: 3.2035 5.1582 -3.0470
Cl: 2.9575 6.8078 -2.4498
Cl: 3.7479 5.1251 -4.7255
H: 3.9598 4.6861 -2.4320
H: 2.2563 4.6368 -2.9790
C: 3.0139 -5.2199 6.1538
Cl: 4.6761 -4.6867 6.4205
Cl: 2.0219 -3.9657 5.3918
H: 3.0293 -6.0823 5.4989
H: 2.5790 -5.4573 7.1168
C: -7.5134 6.1630 -4.3994
Cl: -6.9524 7.4275 -3.2855
Cl: -8.9026 5.2903 -3.7627
H: -7.7996 6.6429 -5.3275
H: -6.6984 5.4638 -4.5445
C: 1.9432 -2.4011 -1.5625
Cl: 1.5417 -0.8462 -0.8385
Cl: 2.7544 -2.2297 -3.1272
H: 2.6236 -2.9139 -0.8921
H: 1.0280 -2.9609 -1.7147
C: 2.7552 -3.2441 -6.7701
Cl: 4.2433 -2.2879 -6.8512
Cl: 1.4949 -2.6226 -7.8413
H: 2.9905 -4.2566 -7.0744
H: 2.3839 -3.2085 -5.7533
C: -10.6492 8.5615 -2.9713
Cl: -11.8062 8.1018 -1.7171
Cl: -11.1544 8.0325 -4.5820
H: -10.5682 9.6414 -2.9810
H: -9.6993 8.0888 -2.7447
C: 6.4531 -2.2714 -1.7395
Cl: 6.7139 -0.7642 -0.8548
Cl: 5.3802 -3.3848 -0.8793
H: 5.9888 -2.0325 -2.6891
H: 7.4098 -2.7618 -1.8698

Cartesian forces (eV/Å) of the 2 atoms listed first:
0.131 -0.017 -0.386
-0.203 -0.014 0.151



Entry 6:
A 10-piece molecular cluster, C20H43Cl6F9N3O8 overall at a distorted geometry. Source: the OMol25 dataset; level of theory: wB97M-V/def2-TZVPD.

Expectation value of S² ... 0.753
Highest occupied orbital energy (alpha / beta) ... -2.74 / -7.81 eV
Multiplicity ... 2

Atoms and positions in Å:
N: 6.2500 17.5817 17.1795
H: 6.3608 16.5993 17.3861
H: 5.2967 17.7090 16.8710
H: 6.9156 17.6579 16.4237
H: 6.4895 18.1600 17.9722
N: 8.1982 14.7149 19.1719
H: 7.5000 14.7919 18.4461
H: 7.7605 14.1810 19.9092
H: 8.4657 15.6728 19.3475
H: 9.0549 14.3597 18.7718
N: 10.3247 19.0235 15.8870
H: 9.5121 18.5911 15.4712
H: 11.0288 18.3930 15.5309
H: 10.1862 18.9406 16.8840
H: 10.4751 20.0005 15.6795
O: 6.8698 14.8824 16.9164
C: 7.2478 14.9682 15.5210
C: 8.3710 15.9332 14.9648
O: 8.2988 17.3449 15.2059
H: 6.3438 15.0891 14.9242
H: 7.5423 13.9645 15.2147
H: 8.3721 15.8150 13.8813
H: 9.3072 15.4863 15.2993
C: 12.1535 15.0208 13.6834
C: 12.9679 15.0161 14.9493
O: 14.0616 15.9588 14.8650
C: 13.8670 17.2897 15.1139
O: 12.7994 17.8103 15.3667
C: 15.1196 18.1544 15.0172
F: 14.9119 18.9950 14.0269
F: 15.2629 18.8769 16.1464
F: 16.2229 17.4592 14.7953
H: 11.3374 14.3011 13.7471
H: 12.7388 14.6910 12.8251
H: 11.7977 16.0336 13.4948
H: 13.4424 14.0351 14.9768
H: 12.4096 15.1594 15.8744
C: 2.6986 13.9439 17.0244
C: 3.2869 15.2835 16.8054
O: 2.1606 16.1665 16.8923
C: 2.3794 17.4232 16.7827
O: 3.4895 17.9490 16.6303
C: 1.0322 18.2207 16.8837
F: 0.0380 17.4387 16.6574
F: 0.9074 18.8056 18.0671
F: 1.0610 19.1505 15.8900
H: 2.0449 13.6694 16.1965
H: 2.0250 13.9795 17.8806
H: 3.4185 13.1724 17.2978
H: 3.9042 15.3507 15.9096
H: 4.0125 15.5330 17.5796
C: 12.2584 9.2670 19.1924
C: 10.8578 9.8585 18.9729
O: 10.7979 10.3812 17.6578
C: 10.3402 11.6106 17.4285
O: 10.0432 12.4797 18.2681
C: 10.4423 12.0527 15.9984
F: 10.8201 13.3831 16.0181
F: 11.4115 11.3978 15.2634
F: 9.2471 11.8925 15.3974
H: 12.3432 8.6875 20.1117
H: 12.9878 10.0770 19.2027
H: 12.6234 8.6110 18.4022
H: 10.5641 10.5632 19.7509
H: 10.1341 9.0584 19.1284
Cl: 2.1119 17.4920 12.6078
C: 3.3309 16.8123 11.5750
C: 4.4993 16.2498 12.4555
Cl: 5.8352 15.6246 11.3920
H: 3.7363 17.6797 11.0540
H: 2.8790 16.1143 10.8702
H: 4.1407 15.3576 12.9687
H: 4.9035 16.9072 13.2253
Cl: 6.3805 9.7590 17.1265
C: 6.1065 11.3814 16.4394
C: 6.1960 11.3545 14.9439
Cl: 4.7282 10.4388 14.4186
H: 6.7786 12.0179 17.0150
H: 5.1088 11.6763 16.7643
H: 7.0727 10.7773 14.6502
H: 6.2494 12.3773 14.5709
Cl: 6.0551 19.1858 10.5838
C: 7.8413 18.9526 10.5632
C: 8.3474 18.2812 11.8699
Cl: 10.0746 18.6107 12.1334
H: 8.2247 19.9628 10.4194
H: 8.2145 18.3196 9.7581
H: 8.2121 17.2021 11.9425
H: 7.8774 18.6931 12.7630

Cartesian forces (eV/Å) of the 2 atoms listed first:
-0.570 0.689 0.779
0.367 -2.351 0.162